# 1
# C21H45IrN2P3S2

A molecular structure, C21H45IrN2P3S2 (ωB97M-V with the def2-TZVPD basis set, OMol25).

```
74
Properties=species:S:1:pos:R:3:forces:R:3
Ir -0.368446 -1.122696 0.114454 -0.6628 2.8387 -1.3518
P -2.392688 -0.483590 0.779207 -2.5738 1.2167 0.9156
P 1.287404 -1.421609 1.540507 2.1823 -0.3676 1.3592
P -0.845512 -2.496072 -1.659212 -0.9050 -2.6696 -2.0054
H 0.089665 4.012350 -1.148839 0.5759 -0.1231 -0.6965
C -0.043550 3.151557 -1.808936 -2.4828 -2.0995 0.6887
C -1.254939 2.512576 -1.748640 1.3557 0.6139 0.0760
H -2.110178 2.822964 -1.142088 0.3590 0.2814 -0.2371
C -2.858407 0.999546 1.768743 0.4608 0.0776 -0.0494
C -2.784091 -1.774970 1.965365 -0.0694 -0.4127 0.1574
C -3.736090 -0.428517 -0.426833 -0.2228 -0.1937 -0.3841
C 2.882749 -0.660057 1.109874 0.0580 0.2106 -0.2829
C 0.806632 -0.965584 3.227483 -0.4197 0.1388 0.5634
C 1.440889 -3.212042 1.463213 0.0245 -0.2834 0.0264
C -1.783712 -1.928447 -3.169078 -0.0381 0.4256 0.0462
C -1.847001 -3.884406 -0.992968 -0.1119 -0.1459 0.0806
C 0.686349 -3.318507 -2.265294 0.2311 0.1833 -0.0361
H 0.701303 2.592073 -2.394131 0.1319 1.1754 0.2951
H -1.444400 1.623528 -2.349121 0.0791 0.0480 -0.0770
H -2.728184 1.945471 1.233042 0.0281 -0.2737 -0.0254
H -2.266268 1.040928 2.693373 -0.2656 -0.0752 -0.1920
H -3.924191 0.897065 2.005914 0.2338 -0.1193 0.0514
H -2.095068 -1.726219 2.826816 -0.3993 -0.1110 -0.3273
H -2.737497 -2.765267 1.490741 -0.0870 0.1918 0.3110
H -3.811495 -1.572089 2.304088 0.2388 -0.2731 0.0473
H -3.513350 0.260018 -1.251705 0.0027 -0.1551 0.1853
H -4.634002 -0.056975 0.091714 0.2268 -0.2190 -0.2055
H -3.939074 -1.427288 -0.829274 -0.0152 0.2165 0.0061
H 3.755471 -1.084694 1.653570 -0.6608 0.2306 -0.2169
H 2.803816 0.434230 1.259708 0.1071 -0.5772 0.0198
H 3.014863 -0.815813 0.025149 0.1674 -0.0089 0.4147
H 0.855227 -1.817369 3.927930 0.1246 0.3158 -0.3201
H -0.238998 -0.625181 3.172144 0.3070 -0.2158 0.2103
H 1.378298 -0.113066 3.629778 0.0427 -0.5454 -0.2732
H 2.106824 -3.586033 2.245526 -0.0237 -0.1055 -0.0645
H 1.786016 -3.528122 0.474035 0.1873 0.0956 0.2052
H 0.443988 -3.644749 1.590887 0.0675 -0.0890 0.2464
H -1.523386 -2.438868 -4.113247 0.3567 -0.0947 0.6561
H -1.580082 -0.858047 -3.321099 -0.3256 -0.2553 0.0085
H -2.868437 -2.096612 -3.066384 0.4027 0.2340 0.3161
H -1.863392 -4.780840 -1.632305 0.1380 0.4375 -0.0918
H -2.895333 -3.581857 -0.838751 0.4112 -0.0539 0.0860
H -1.390569 -4.202227 -0.044915 -0.2571 0.0531 -0.1010
H 0.794946 -3.299492 -3.358898 -0.1083 0.2135 0.3230
H 0.709318 -4.376982 -1.983801 -0.0834 0.2100 0.1831
H 1.520156 -2.791265 -1.783466 0.0914 -0.3447 -0.3639
C 1.548514 0.406823 -4.938538 0.3515 -0.1016 -0.6402
C 2.795173 -0.003279 -5.499448 0.6010 0.1316 -0.2746
C 3.216908 0.565905 -6.682028 0.2515 -0.5079 -0.1970
C 2.377313 1.422165 -7.436278 0.1432 0.3957 0.5063
C 1.146633 1.830641 -6.849096 -0.5127 -0.1260 -0.4445
C 0.708543 1.291495 -5.663276 -0.1346 0.4931 -0.1235
S 1.174975 -0.119373 -3.397710 -0.0354 0.0643 0.0627
H -0.342649 0.359036 0.993724 0.3058 -0.7192 0.0618
H 3.388176 -0.739214 -4.952506 0.0894 0.3450 -0.3168
H 4.198548 0.335583 -7.094710 -0.2241 -0.1856 0.1873
H 2.705708 1.801997 -8.430082 -0.3642 -0.3304 0.8944
H 0.518551 2.534526 -7.397956 0.0878 -0.2179 0.2268
H -0.252368 1.531254 -5.223368 0.0108 0.2890 -0.2572
S 0.132071 2.181759 1.627377 0.2862 0.5344 -0.9668
C 0.540773 2.445468 3.268013 0.8838 0.6759 2.6121
N 1.815411 2.250191 3.695762 -1.1343 0.6132 -1.2599
C 2.236855 2.757654 5.001294 0.2788 0.1881 0.0953
C 1.165989 2.398917 6.004999 0.3903 -0.7196 0.4471
C -0.208573 2.844548 5.616106 -0.6580 0.9776 -0.1456
N -0.364856 2.899373 4.147145 0.0926 -0.9907 -1.4829
H 2.481836 2.247146 2.930796 0.1023 -0.1859 0.2578
H 2.377751 3.848453 4.965242 0.0255 -0.2134 -0.1819
H 3.199979 2.282689 5.225316 -0.3002 0.2277 0.1301
H 1.407439 2.839949 6.968445 0.0831 -0.1333 0.0940
H 1.153490 1.317392 6.114400 0.1629 -0.1588 0.2103
H -0.426769 3.832475 6.026573 -0.0536 0.0612 -0.2375
H -0.995012 2.183094 5.986586 0.1398 -0.0484 0.0398
H -1.285982 3.046581 3.728941 0.2510 0.0456 0.5262
```
Forces are in eV/Å.

- Net charge: +4
- Relative energy (zero: lowest compared OMol25 entry of this formula, charge and spin): 34.87 kcal per mole
- Molecular weight: 674.878 g/mol
- Total energy: -2859.8346 hartree
- Spin multiplicity: 6
- Gap between HOMO and LUMO (spin up / spin down): 7.8 / 5.7 eV

# 2
# C2H4Cl2Si

C2H4Cl2Si in the gas phase (ωB97M-V with the def2-TZVPD basis set, OMol25).

```
9
Properties=species:S:1:pos:R:3:forces:R:3
Si -1.297005 -0.405916 -0.057590 -0.9799 -1.8502 3.1603
C 0.557576 -0.476172 -0.000264 2.6210 7.2398 -1.8802
Cl 1.421795 -1.923697 -0.179883 0.3165 0.1909 0.1278
C 1.241805 0.994501 -0.116638 -2.0236 -7.1085 0.6414
Cl 2.979899 1.059784 -0.182996 -1.1297 0.2879 0.0352
H -2.040366 0.649738 -0.656080 -0.0805 0.7835 -1.0402
H -2.096100 -1.784880 -0.227704 1.2052 1.4781 -0.0626
H -1.399090 -0.021974 1.449339 -0.4931 -0.4031 -0.9454
H 0.631487 1.908619 -0.028185 0.5641 -0.6183 -0.0364
```
Forces are in eV/Å.

- Relative energy (zero: lowest compared OMol25 entry of this formula, charge and spin): 104.92 kcal per mole
- Molecular weight: 127.046 g/mol
- Total energy: -1288.3584 hartree
- SMILES string: [SiH3]/C(Cl)=C/Cl
- Gap between HOMO and LUMO: 8.4 eV

# 3
# C31H28BGeN8Pt

A molecular structure, C31H28BGeN8Pt (ωB97M-V with the def2-TZVPD basis set, OMol25).

```
70
Properties=species:S:1:pos:R:3:forces:R:3
Pt 0.368353 0.603968 0.735141 0.1677 0.2172 0.1742
C 3.424848 3.685838 0.828833 0.0068 -0.0204 0.0138
C 2.942398 2.444355 1.216961 -0.0803 0.0525 0.1044
N 1.759718 2.211065 0.638305 -0.0046 -0.1288 -0.0902
N 1.467563 3.291928 -0.116637 0.0966 -0.0902 -0.1148
C 2.460531 4.186254 -0.024188 -0.1003 0.0353 0.0648
B 0.129041 3.378135 -0.882878 -0.1803 -0.1177 0.1190
N 0.014737 2.136560 -1.822815 -0.0353 0.0082 0.1037
C -0.274417 2.076507 -3.130316 -0.0132 0.0613 0.0148
C -0.264743 0.753711 -3.530976 0.0038 -0.0041 -0.0187
C 0.044138 0.032458 -2.387146 0.0150 0.0072 0.0157
N 0.228025 0.881776 -1.372967 -0.0945 -0.1311 -0.0434
N -0.992974 3.199734 0.226867 -0.0156 0.0735 -0.2070
C -1.997051 3.988767 0.630790 -0.0401 -0.0224 -0.0047
C -2.745848 3.337576 1.592451 0.0214 -0.0045 -0.0354
C -2.128594 2.109932 1.739999 -0.0260 -0.0328 0.0678
N -1.076218 2.036728 0.918872 0.1822 0.0476 0.0400
N 0.075746 4.627849 -1.707953 0.0771 0.0083 -0.0105
C -0.631466 5.795240 -1.746685 -0.0216 0.0332 -0.0076
C -0.101957 6.582992 -2.728828 -0.0405 -0.0170 -0.0007
C 0.954529 5.818894 -3.261084 0.0317 -0.0128 0.0148
N 1.066501 4.657232 -2.652674 0.0102 0.0134 -0.0158
H 4.343121 4.157351 1.129866 -0.0017 0.0000 -0.0062
H 3.365899 1.737172 1.906326 0.0344 -0.0388 0.0101
H 2.406722 5.115545 -0.564218 0.0352 -0.0091 -0.0184
H -0.437541 2.980997 -3.689631 0.0021 -0.0200 -0.0208
H -0.441979 0.368292 -4.519167 -0.0036 0.0027 0.0039
H 0.138033 -1.031562 -2.247628 0.0193 -0.0001 -0.0183
H -2.139437 4.967127 0.218185 -0.0092 -0.0088 0.0166
H -3.616620 3.702488 2.106881 0.0054 0.0061 -0.0003
H -2.398487 1.296221 2.391239 0.0581 0.0089 0.0259
H -1.461807 6.012521 -1.103354 0.0110 0.0082 -0.0096
H -0.433450 7.561548 -3.028655 0.0028 -0.0004 0.0171
H 1.634845 6.071587 -4.058871 -0.0051 0.0018 -0.0001
C -0.833244 -0.823738 1.288343 0.3539 -0.0673 -0.1282
Ge -0.541098 -2.742949 0.922975 -0.3544 0.0211 -0.4063
C 1.214933 -2.024847 1.536317 0.0271 0.2989 -0.1245
C 1.860248 -1.178998 0.565555 -0.0118 0.1237 0.1241
C 3.153491 -0.682837 0.833264 -0.0088 -0.1306 0.0429
C 3.757760 -0.946892 2.049470 -0.0158 0.0603 -0.0400
C 3.086962 -1.700503 3.006554 0.0543 -0.0448 0.0510
C 1.817833 -2.225247 2.765191 -0.1087 -0.0344 0.0930
C -1.606289 -3.896210 2.012951 0.1181 0.0846 0.3168
C -1.026256 -4.877977 2.816139 0.0549 -0.0424 -0.0637
C -1.827188 -5.712102 3.581104 -0.0474 0.0028 0.0080
C -3.207151 -5.564386 3.552451 0.0184 0.0067 -0.0156
C -3.790657 -4.587256 2.756730 0.0003 -0.0349 0.0334
C -2.993717 -3.751331 1.991114 -0.0248 0.0256 -0.0564
C -0.450108 -3.111889 -0.968866 0.0233 0.0314 -0.0605
C 0.721195 -3.537490 -1.594351 0.0764 -0.0627 0.0882
C 0.736475 -3.794559 -2.958029 -0.0473 0.0248 -0.0524
C -0.420288 -3.625381 -3.708952 0.0136 -0.0052 0.0451
C -1.595772 -3.215697 -3.092550 0.0300 -0.0226 -0.0259
C -1.611453 -2.965548 -1.728540 -0.1020 -0.0030 0.0607
H -1.342153 -0.532634 2.216661 -0.1410 -0.2145 -0.0021
H 1.557093 -1.243026 -0.475079 0.0072 -0.0839 -0.0894
H 3.677300 -0.127914 0.065739 -0.0278 0.0456 -0.0008
H 4.754544 -0.579823 2.256149 -0.0073 0.0044 -0.0106
H 3.566730 -1.895395 3.957749 -0.0060 -0.0193 -0.0073
H 1.329939 -2.815921 3.530509 -0.0202 0.0276 -0.0002
H 0.048974 -5.018921 2.833722 -0.0019 0.0072 0.0089
H -1.376731 -6.479186 4.196150 0.0075 0.0036 -0.0007
H -3.831135 -6.215776 4.149188 0.0003 -0.0018 -0.0011
H -4.866572 -4.479532 2.732903 0.0016 0.0075 -0.0042
H -3.467785 -2.997466 1.370706 0.0118 0.0092 0.0110
H 1.630414 -3.696654 -1.024261 0.0006 0.0294 0.0113
H 1.646925 -4.134894 -3.432783 0.0009 -0.0043 0.0055
H -0.410046 -3.832177 -4.770718 0.0050 0.0119 -0.0023
H -2.501329 -3.099859 -3.673002 -0.0027 0.0000 0.0088
H -2.543999 -2.661772 -1.264544 0.0137 0.0191 -0.0006
```
Forces are in eV/Å.

- Net charge: +2
- Relative energy (zero: lowest compared OMol25 entry of this formula, charge and spin): 1.59 kcal per mole
- Molecular weight: 791.121 g/mol
- Total energy: -3856.6626 hartree
- Spin multiplicity: 2
- Gap between HOMO and LUMO (spin up / spin down): 6.0 / 5.3 eV

Look up the relative energy (zero: lowest compared OMol25 entry of this formula, charge and spin) of the first one. 34.87 kcal per mole

What did the second record say?
# C2H4Cl2Si

C2H4Cl2Si in the gas phase (ωB97M-V with the def2-TZVPD basis set, OMol25).

```
9
Properties=species:S:1:pos:R:3:forces:R:3
Si -1.297005 -0.405916 -0.057590 -0.9799 -1.8502 3.1603
C 0.557576 -0.476172 -0.000264 2.6210 7.2398 -1.8802
Cl 1.421795 -1.923697 -0.179883 0.3165 0.1909 0.1278
C 1.241805 0.994501 -0.116638 -2.0236 -7.1085 0.6414
Cl 2.979899 1.059784 -0.182996 -1.1297 0.2879 0.0352
H -2.040366 0.649738 -0.656080 -0.0805 0.7835 -1.0402
H -2.096100 -1.784880 -0.227704 1.2052 1.4781 -0.0626
H -1.399090 -0.021974 1.449339 -0.4931 -0.4031 -0.9454
H 0.631487 1.908619 -0.028185 0.5641 -0.6183 -0.0364
```
Forces are in eV/Å.

- Relative energy (zero: lowest compared OMol25 entry of this formula, charge and spin): 104.92 kcal per mole
- Molecular weight: 127.046 g/mol
- Total energy: -1288.3584 hartree
- SMILES string: [SiH3]/C(Cl)=C/Cl
- Gap between HOMO and LUMO: 8.4 eV

The lowest molecular weight belongs to which entry? C2H4Cl2Si

Which value of total energy does entry 3 give? -3856.6626 hartree